Density functional theory data (the ωB97M-V functional and the def2-TZVPD basis) for 4 unconnected molecules or ions with the total composition C15H26FN5O3S in a non-equilibrium geometry.

XYZ file:
```
51
Properties=species:S:1:pos:R:3:forces:R:3
C 1.04336 0.71175 0.31944 1.440 -0.616 0.008
C 2.24292 1.17617 -0.51921 0.005 -0.061 0.867
N 1.90375 2.05674 -1.66117 0.243 -1.094 -0.813
N 1.24421 3.26680 -1.27531 -0.252 0.478 0.057
C 2.04675 4.18624 -1.48485 0.507 -0.644 -0.242
O 2.85300 4.97956 -1.68709 -0.247 0.654 0.128
S 1.10612 1.26419 -2.88414 -1.420 -0.881 -0.774
O 1.48582 -0.09915 -2.96085 1.226 0.172 0.348
O -0.28986 1.50419 -2.91310 0.100 1.074 0.042
F 1.70901 1.95736 -4.18896 -0.138 0.007 1.103
H 0.34432 1.49234 0.56500 0.155 0.205 -0.340
H 0.53237 -0.15715 -0.11008 -0.025 0.413 -0.164
H 1.45843 0.35810 1.27884 -0.171 0.099 -0.224
H 2.85037 0.34923 -0.90131 -0.288 0.187 -0.083
H 2.91154 1.76342 0.12644 -0.157 0.061 -0.350
C 3.32606 3.97841 -6.28067 0.035 0.022 0.033
C 2.40428 5.19046 -6.34967 0.064 -0.239 0.165
C 2.44218 5.89296 -7.71059 0.266 0.068 0.251
C 3.80257 6.37965 -8.00077 -0.555 -0.095 -0.124
N 4.86208 6.75420 -8.22464 0.238 0.068 0.004
H 4.37147 4.26080 -6.41636 -0.032 0.029 -0.071
H 3.24383 3.49559 -5.30809 -0.004 -0.024 -0.039
H 3.06651 3.24436 -7.04649 0.018 -0.010 0.022
H 2.68371 5.89619 -5.56410 -0.056 0.066 -0.064
H 1.38004 4.87170 -6.14478 -0.026 0.090 -0.064
H 1.75852 6.74237 -7.71605 0.041 0.025 -0.088
H 2.13664 5.20816 -8.50302 0.044 0.020 -0.032
C -1.45694 -2.51509 2.91082 -0.003 0.016 0.020
C -2.85251 -1.90446 2.86206 0.138 -0.164 0.053
C -3.12797 -1.15327 1.55544 0.276 0.157 0.262
C -2.17379 -0.04293 1.38817 -0.476 -0.303 -0.188
N -1.43111 0.82117 1.26107 -0.827 0.084 0.497
H -0.68000 -1.74912 2.86336 -0.009 -0.009 -0.051
H -1.31599 -3.06310 3.84406 -0.018 -0.019 -0.022
H -1.30367 -3.21083 2.08215 0.021 0.008 0.013
H -2.97392 -1.22647 3.71001 -0.086 0.033 -0.061
H -3.59037 -2.69743 2.97817 -0.013 0.202 -0.074
H -4.13947 -0.74686 1.56020 0.026 0.053 -0.077
H -3.03819 -1.82625 0.70106 0.024 0.047 -0.031
C -2.07358 -4.90671 7.25488 -0.009 -0.009 0.024
C -2.56192 -6.23176 6.67972 0.091 0.146 0.256
C -2.59932 -6.23838 5.14818 -0.252 0.154 0.198
C -3.51598 -5.19703 4.65299 0.370 -0.450 -0.067
N -4.23087 -4.38781 4.26896 -0.229 0.009 0.078
H -2.74110 -4.08476 6.99071 0.019 -0.017 -0.054
H -2.03471 -4.95626 8.34324 0.037 0.002 -0.019
H -1.07216 -4.66625 6.89090 -0.015 0.017 0.014
H -3.55798 -6.44580 7.07267 0.003 -0.068 -0.085
H -1.90394 -7.03355 7.02022 -0.038 -0.052 -0.104
H -2.94045 -7.20718 4.78245 -0.013 0.047 -0.095
H -1.60405 -6.05455 4.74011 -0.027 0.040 -0.045
```
Forces are in eV/Å.

Spin multiplicity = 1
Energy relative to the best compared isomer or geometry (same formula, charge and spin) = 0.000 eV
SMILES = CCN(N=C=O)S(=O)(=O)F.CCCC#N.CCCC#N.CCCC#N
HOMO-LUMO gap = 10.88 eV
Net charge = 0
Highest occupied orbital energy = -10.377 eV
Maximum force = 1.8 eV Å⁻¹


Density functional theory data (the ωB97M-V functional and the def2-TZVPD basis) for 4 unconnected molecules or ions with the total composition C53H36N2O8S in a non-equilibrium geometry.

XYZ file:
```
100
Properties=species:S:1:pos:R:3:forces:R:3
O 0.17101 3.07128 -10.70748 0.083 0.153 0.629
C 0.96566 2.96256 -9.82103 -0.363 -0.056 -0.259
N 1.24447 3.91068 -8.80207 0.518 -0.288 -1.716
C 0.49109 5.17747 -8.98409 -0.990 0.735 0.399
C -1.06314 5.03985 -8.73818 0.099 0.021 -0.430
C -1.44955 4.10247 -7.53340 -0.822 -0.315 0.065
C -2.59783 3.08057 -7.85556 -1.185 -1.657 -0.014
C -3.58201 3.27514 -8.91257 0.012 -0.474 0.196
C -4.63226 2.33395 -9.26240 1.550 -0.899 2.088
C -4.71648 1.08882 -8.48550 1.511 2.077 0.045
C -3.75954 0.87922 -7.40053 0.090 1.260 -0.722
C -2.71023 1.84910 -7.06432 -1.568 0.359 -1.848
O 1.76226 1.77248 -9.80351 0.582 1.938 0.151
N 1.11224 0.79640 -9.03566 -0.419 -2.043 -0.319
C 1.01089 -0.23924 -9.72759 -0.577 -0.392 -1.220
S 0.78464 -1.44185 -10.76000 0.425 1.592 1.909
H 2.23669 4.15250 -8.94100 -0.291 -0.516 0.784
H 0.64462 5.56294 -10.02840 -0.095 -0.115 1.002
H 0.87027 5.91005 -8.21585 -0.027 -0.808 -0.918
H -1.48687 6.07058 -8.56273 0.581 -0.976 -0.163
H -1.51196 4.70353 -9.71347 0.396 0.046 1.154
H -1.79801 4.73278 -6.66568 0.357 -0.552 -0.827
H -0.58425 3.50221 -7.14408 -0.658 0.628 -0.541
H -3.51240 4.21248 -9.52292 -0.115 -0.991 0.665
H -5.34196 2.54763 -10.09937 0.800 -0.207 0.927
H -5.50678 0.35983 -8.76229 0.800 0.448 0.502
H -3.82835 -0.05386 -6.79792 0.066 0.831 -0.545
H -2.00595 1.64702 -6.21744 -0.741 0.176 -0.940
C -2.51738 -0.71400 1.53936 0.091 0.015 -0.101
C -1.36462 -0.47038 2.28017 0.072 0.011 0.008
C -0.16227 -0.22438 1.63325 -0.101 -0.016 0.122
C -0.10527 -0.23296 0.24213 -0.144 -0.057 0.064
C -1.25714 -0.50156 -0.49996 0.036 0.019 0.164
C -2.46483 -0.73049 0.15286 -0.117 -0.031 0.175
C -1.20258 -0.56314 -1.98144 -0.577 -0.132 -0.281
O -2.20551 -0.79314 -2.62963 0.130 0.032 0.041
C 0.10086 -0.34749 -2.65855 0.207 0.023 -0.074
C 0.18183 -0.45823 -4.04347 0.100 0.014 -0.197
C 1.39206 -0.24572 -4.68774 -0.031 0.006 0.069
C 2.52562 0.08763 -3.95154 -0.072 -0.009 0.078
C 2.45132 0.19371 -2.57051 0.100 0.001 -0.177
C 1.24162 -0.03273 -1.91906 0.012 -0.002 -0.175
C 1.18116 0.04866 -0.43900 0.404 0.119 0.349
O 2.17328 0.33644 0.20697 -0.265 0.018 -0.174
H -3.45760 -0.89689 2.04641 0.069 0.018 -0.005
H -1.40636 -0.47061 3.36314 -0.054 0.008 -0.067
H 0.73161 -0.03009 2.21405 -0.002 0.010 -0.155
H -3.36402 -0.92612 -0.41907 0.158 0.013 -0.099
H -0.69813 -0.71437 -4.62184 -0.025 0.023 0.179
H 1.45294 -0.33756 -5.76629 -0.015 0.032 0.057
H 3.46894 0.26051 -4.45655 -0.056 -0.012 0.031
H 3.33728 0.44863 -2.00117 -0.143 -0.046 0.086
C 6.32254 -0.03987 1.16656 -0.056 -0.155 0.142
C 4.93029 -0.06315 1.20624 0.229 0.035 0.028
C 4.27473 -0.95543 2.04120 -0.036 0.098 -0.070
C 5.00683 -1.83672 2.83133 0.158 0.101 -0.135
C 6.40232 -1.82989 2.77331 -0.124 0.083 -0.061
C 7.05738 -0.92119 1.94718 0.030 0.153 -0.163
C 7.19542 -2.79633 3.57257 0.639 0.072 -0.081
O 8.41084 -2.78917 3.52603 -0.129 -0.030 0.030
C 6.47849 -3.77881 4.42431 -0.138 -0.154 0.110
C 7.20463 -4.72947 5.13640 0.028 -0.174 0.143
C 6.54534 -5.64347 5.94540 -0.038 0.094 -0.061
C 5.15781 -5.60618 6.05403 0.033 0.079 -0.068
C 4.42960 -4.66443 5.34227 -0.005 -0.174 0.134
C 5.08639 -3.75457 4.51829 0.135 -0.126 0.102
C 4.29423 -2.77415 3.73391 -0.661 0.070 -0.013
O 3.08136 -2.74394 3.82581 0.138 -0.024 0.025
H 6.83448 0.66418 0.52049 -0.020 -0.040 0.043
H 4.35797 0.61538 0.58851 -0.003 -0.081 0.090
H 3.19254 -0.96579 2.07218 0.098 -0.064 0.062
H 8.14007 -0.90292 1.90869 -0.075 -0.138 0.103
H 8.28486 -4.76079 5.05789 -0.087 0.145 -0.087
H 7.11249 -6.38597 6.49483 -0.026 0.050 -0.032
H 4.64433 -6.31626 6.69198 0.025 0.043 -0.040
H 3.34956 -4.64201 5.42601 0.076 0.119 -0.125
C -1.22226 0.80149 9.86233 -0.074 -0.035 -0.078
C -0.59851 0.65026 8.62690 -0.103 -0.012 -0.010
C -1.34073 0.28570 7.51340 0.189 0.052 0.060
C -2.70894 0.05897 7.63276 0.076 0.029 0.181
C -3.32968 0.18715 8.87641 0.190 0.029 -0.066
C -2.58424 0.57005 9.98774 0.176 0.045 0.102
C -4.77829 -0.09898 9.02976 -0.270 0.072 0.594
O -5.32054 0.01600 10.11159 0.054 -0.017 -0.127
C -5.55078 -0.53640 7.84011 -0.085 -0.083 -0.196
C -6.89668 -0.86379 7.97742 -0.202 -0.063 -0.067
C -7.63086 -1.26104 6.86932 0.115 0.041 0.011
C -7.02600 -1.32422 5.61699 0.070 0.029 0.064
C -5.68390 -1.00429 5.47613 -0.176 -0.071 -0.081
C -4.93998 -0.61886 6.58797 -0.176 -0.028 0.036
C -3.49652 -0.31311 6.43179 0.285 -0.032 -0.531
O -2.96542 -0.37178 5.33823 -0.058 -0.009 0.061
H -0.64265 1.09524 10.72974 -0.040 -0.018 -0.048
H 0.46787 0.81926 8.53311 -0.065 -0.005 -0.005
H -0.85192 0.17420 6.55292 -0.170 -0.015 0.010
H -3.06438 0.68370 10.95228 -0.104 -0.065 -0.136
H -7.37317 -0.81326 8.94921 0.177 0.064 -0.011
H -8.67738 -1.52040 6.97961 0.063 0.022 0.000
H -7.60245 -1.62784 4.75084 0.039 0.018 0.049
H -5.21620 -1.05947 4.50049 0.103 0.039 0.142
```
Forces are in eV/Å.

Spin multiplicity = 1
SMILES = O=C1c2ccccc2C(=O)c2ccccc21.O=C1c2ccccc2C(=O)c2ccccc21.O=C1c2ccccc2C(=O)c2ccccc21.O=C(NCCCc1ccccc1)ON=C=S
HOMO-LUMO gap = 7.59 eV
Net charge = 0
Highest occupied orbital energy = -8.716 eV
Maximum force = 2.8 eV Å⁻¹


Density functional theory data (the ωB97M-V functional and the def2-TZVPD basis) for 2 unconnected molecules or ions with the total composition C4H5N3 in a non-equilibrium geometry.

XYZ file:
```
12
Properties=species:S:1:pos:R:3:forces:R:3
N 1.57045 -1.29910 1.14732 0.209 1.306 0.348
C 1.71887 -0.20227 1.56211 -0.007 -1.258 -0.342
C 0.41036 0.06058 -0.89207 -0.195 0.177 0.031
C -0.67198 -0.90119 -0.59676 0.103 0.011 -0.097
N -1.54504 -0.21592 0.33046 0.133 0.341 0.060
C -1.01905 0.91245 0.55526 -0.254 -0.132 -0.006
N 0.13685 1.15381 -0.25114 0.173 -0.270 -0.045
H 1.28588 -0.05431 -1.51691 -0.073 -0.037 0.155
H -1.19560 -1.30362 -1.46846 0.094 -0.007 0.088
H -0.14728 -1.71055 -0.04575 -0.121 0.042 -0.073
H -1.35384 1.66830 1.25405 0.007 -0.090 -0.112
H 0.81039 1.89181 -0.07811 -0.069 -0.084 -0.008
```
Forces are in eV/Å.

Spin multiplicity = 1
Energy relative to the best compared isomer or geometry (same formula, charge and spin) = 3.733 eV
HOMO-LUMO gap = 7.84 eV
Net charge = 0
Highest occupied orbital energy = -8.860 eV
Maximum force = 1.4 eV Å⁻¹